1.
Entry from the Open Molecules 2025 dataset: a molecular structure, C19H43GdN2O2P3 in a non-equilibrium geometry (ωB97M-V with the def2-TZVPD basis set).

```
! RIJCOSX wB97M-V def2-TZVPD def2/J DEFGRID3
* xyz 3 8
Gd -0.857 -0.058 -1.104
P 1.292 0.883 0.714
P -1.311 2.433 -1.914
P 1.530 -0.435 -2.350
H -1.653 -3.642 -0.390
C -0.557 -3.707 -0.439
C 0.196 -3.484 0.648
H -0.277 -3.335 1.634
C 0.966 1.323 2.469
C 2.120 2.467 0.299
C 2.784 -0.112 1.112
C -2.660 2.333 -3.127
C -1.929 3.692 -0.773
C 0.016 3.299 -2.809
C 2.456 -1.958 -1.990
C 2.939 0.701 -2.519
C 1.059 -0.670 -4.099
H -0.154 -3.922 -1.434
H 1.287 -3.412 0.640
H 0.558 0.477 3.031
H 0.251 2.143 2.558
H 1.912 1.631 2.942
H 1.390 3.280 0.270
H 2.610 2.431 -0.677
H 2.883 2.696 1.057
H 2.482 -1.095 1.486
H 3.366 0.396 1.895
H 3.437 -0.272 0.252
H -2.932 3.353 -3.412
H -3.552 1.793 -2.777
H -2.231 1.806 -3.994
H -2.456 4.513 -1.283
H -1.067 4.089 -0.228
H -2.614 3.232 -0.044
H -0.332 4.233 -3.278
H 0.449 2.655 -3.583
H 0.804 3.535 -2.090
H 2.834 -2.288 -2.964
H 1.836 -2.739 -1.538
H 3.299 -1.750 -1.325
H 3.507 0.349 -3.386
H 3.587 0.680 -1.638
H 2.596 1.723 -2.705
H 1.977 -0.976 -4.606
H 0.662 0.249 -4.541
H 0.321 -1.465 -4.283
C -2.230 -1.636 -4.084
C -3.190 -0.986 -4.857
C -3.361 -1.436 -6.168
C -2.591 -2.495 -6.696
C -1.671 -3.149 -5.865
C -1.513 -2.737 -4.534
O -1.912 -1.082 -2.796
H -2.777 -0.933 -2.373
H -3.747 -0.168 -4.391
H -4.111 -0.944 -6.779
H -2.724 -2.821 -7.722
H -1.131 -4.038 -6.255
H -0.789 -3.233 -3.871
C -4.069 1.399 2.003
N -3.023 0.554 2.583
C -2.097 -0.178 1.988
N -1.248 -0.859 2.788
O -1.936 -0.241 0.706
H -3.925 1.619 0.927
H -4.058 2.349 2.569
H -5.036 0.886 2.150
H -3.010 0.426 3.593
H -0.605 -1.530 2.395
H -1.493 -0.949 3.753
*
```

The value obtained for the energy above the lowest of the compared OMol25 structures with the same formula, charge and spin is 0.0 kcal per mole. Its expectation value of S² is 16.046. The calculation puts the calculated total energy at -76152.8165 eV. The value obtained for the HOMO-LUMO gap (alpha / beta) is 7.85 / 5.42 eV. As for the HOMO energy (alpha / beta): -0.62616 / -0.62622 Ha.

2.
Entry from the Open Molecules 2025 dataset: a molecular structure, C19H43IrOP3S2 in a non-equilibrium geometry (ωB97M-V with the def2-TZVPD basis set).

```
! RIJCOSX wB97M-V def2-TZVPD def2/J DEFGRID3
* xyz 3 5
Ir -0.660 -0.359 -0.232
P -2.504 0.844 -0.834
P -1.659 -1.430 1.477
P -0.813 -1.951 -1.760
H 4.377 0.844 -1.850
C 3.892 0.494 -2.756
C 2.964 1.419 -3.413
H 3.263 2.467 -3.224
C -2.516 2.404 0.100
C -4.172 0.111 -0.613
C -2.453 1.344 -2.590
C -0.290 -2.189 2.413
C -2.492 -0.302 2.656
C -2.894 -2.752 1.251
C 0.257 -1.617 -3.205
C -2.472 -2.321 -2.497
C -0.243 -3.574 -1.137
H 4.402 -0.247 -3.364
H 2.957 1.146 -4.488
H -2.124 3.202 -0.542
H -1.871 2.317 0.983
H -3.535 2.666 0.409
H -4.419 -0.023 0.446
H -4.243 -0.860 -1.124
H -4.916 0.787 -1.057
H -1.803 2.221 -2.697
H -3.465 1.611 -2.924
H -2.071 0.539 -3.229
H -0.681 -2.622 3.342
H 0.464 -1.427 2.643
H 0.176 -2.978 1.813
H -3.108 -0.890 3.351
H -3.137 0.420 2.138
H -1.735 0.265 3.212
H -3.147 -3.151 2.244
H -2.512 -3.571 0.634
H -3.810 -2.358 0.795
H 0.244 -2.476 -3.887
H 1.290 -1.437 -2.873
H -0.096 -0.733 -3.751
H -2.368 -3.101 -3.270
H -2.913 -1.437 -2.976
H -3.170 -2.693 -1.736
H -0.285 -4.321 -1.940
H -0.853 -3.932 -0.300
H 0.798 -3.474 -0.807
C 2.379 1.093 -0.229
C 2.971 -0.101 0.205
C 4.187 -0.063 0.877
C 4.810 1.159 1.141
C 4.239 2.349 0.702
C 3.020 2.325 0.042
S 0.999 1.160 -1.253
H 1.924 1.381 -3.046
H 2.512 -1.032 -0.125
H 4.647 -0.998 1.209
H 5.766 1.180 1.672
H 4.726 3.314 0.870
H 2.565 3.226 -0.378
C 1.972 0.907 3.414
S 1.041 1.996 2.337
C 0.167 2.884 3.609
O -0.034 1.081 1.735
H 1.242 0.380 4.040
H 2.649 1.523 4.011
H 2.551 0.210 2.808
H -0.490 3.603 3.112
H -0.401 2.144 4.185
H 0.900 3.404 4.232
*
```

The value obtained for the energy above the lowest of the compared OMol25 structures with the same formula, charge and spin is 20.9 kcal per mole. Its expectation value of S² is 6.027. The calculation puts the calculated total energy at -74795.6103 eV. The value obtained for the HOMO-LUMO gap (alpha / beta) is 5.72 / 4.97 eV. As for the HOMO energy (alpha / beta): -0.56657 / -0.65719 Ha.

3.
Entry from the Open Molecules 2025 dataset: 3 unconnected molecules or ions with the total composition C19H43O14P3 in a non-equilibrium geometry (ωB97M-V with the def2-TZVPD basis set).

```
! RIJCOSX wB97M-V def2-TZVPD def2/J DEFGRID3
* xyz 0 1
C -5.388 -3.279 2.877
C -5.274 -2.166 2.055
C -3.997 -1.379 1.859
C -3.012 -2.191 1.005
O -1.701 -1.727 0.976
C -1.048 -1.771 2.233
C -0.962 -3.173 2.859
O -3.481 -2.077 -0.354
C -3.323 -3.214 -1.065
O -3.956 -4.208 -0.912
P -2.028 -3.207 -2.390
O -1.007 -4.175 -1.981
O -2.788 -3.639 -3.728
O -1.462 -1.749 -2.597
H -5.017 -4.256 2.574
H -5.923 -3.174 3.819
H -6.147 -1.857 1.476
H -4.280 -0.517 1.253
H -3.589 -1.057 2.809
H -3.100 -3.248 1.273
H -1.454 -1.072 2.969
H -0.028 -1.443 2.042
H -0.009 -3.286 3.374
H -1.045 -3.964 2.118
H -1.732 -3.267 3.626
H -3.496 -4.240 -3.443
H -0.729 -1.784 -3.231
C 3.977 1.225 -8.753
C 2.715 0.382 -8.729
O 2.889 -0.830 -7.996
P 3.019 -0.763 -6.386
O 1.764 -0.194 -5.856
O 2.915 -2.341 -6.031
C 1.878 -2.847 -5.194
C 0.696 -3.325 -6.013
O 4.642 -0.816 -6.303
C 5.330 0.059 -5.384
C 4.845 -0.109 -3.957
H 4.172 1.663 -7.770
H 3.881 2.043 -9.467
H 4.842 0.618 -9.021
H 1.877 0.950 -8.317
H 2.447 0.090 -9.744
H 1.577 -2.098 -4.460
H 2.302 -3.684 -4.639
H 0.337 -2.554 -6.695
H -0.125 -3.624 -5.362
H 0.982 -4.180 -6.626
H 5.213 1.096 -5.710
H 6.387 -0.189 -5.454
H 3.809 0.228 -3.851
H 5.457 0.479 -3.273
H 4.881 -1.156 -3.658
C -0.035 1.767 8.224
C 0.169 1.193 6.833
O -0.598 1.881 5.846
P -0.165 3.383 5.422
O 1.191 3.313 4.847
O -1.128 3.594 4.137
C -0.600 3.859 2.837
C -0.433 2.576 2.051
O -1.210 4.180 6.380
C -0.755 5.340 7.107
C -0.157 6.394 6.196
H 0.439 2.749 8.313
H 0.407 1.116 8.978
H -1.096 1.892 8.438
H 1.228 1.207 6.560
H -0.163 0.155 6.811
H 0.338 4.409 2.901
H -1.318 4.509 2.334
H 0.160 1.845 2.602
H 0.051 2.767 1.092
H -1.407 2.121 1.864
H -0.032 5.034 7.868
H -1.625 5.740 7.626
H 0.773 6.038 5.741
H 0.073 7.299 6.756
H -0.844 6.639 5.387
*
```

The calculation puts the calculated total energy at -76933.0645 eV. The value obtained for the HOMO-LUMO gap is 7.36 eV. The SMILES is C=CC[C@H](OCC)OC(=O)P(=O)(O)O.CCOP(=O)(OCC)OCC.CCOP(=O)(OCC)OCC. As for the HOMO energy: -0.27983 Ha.

> What is the calculated total energy in the third record?

-76933.0645 eV

> Which value of calculated total energy does entry 2 give?

-74795.6103 eV